(1)
# C19H43OP3RuS

A structure of composition C19H43OP3RuS (ωB97M-V/def2-TZVPD, the OMol25 dataset).

```
! RIJCOSX wB97M-V def2-TZVPD def2/J DEFGRID3
* xyz 3 6
Ru 0.498 -0.146 0.158
P 0.804 1.856 1.030
P 1.371 -1.414 1.968
P -1.537 -0.387 1.304
H 1.011 -0.642 -4.079
C 0.141 0.015 -4.109
C 0.285 1.419 -3.978
H 1.121 1.907 -3.500
C 2.266 2.765 0.432
C 1.062 2.000 2.851
C -0.547 3.034 0.704
C 1.250 -3.234 1.669
C 3.183 -1.162 2.196
C 0.859 -1.384 3.766
C -2.927 0.386 0.422
C -2.092 0.119 3.016
C -2.062 -2.152 1.267
H -0.521 -0.321 -4.927
H -0.058 2.013 -4.834
H 2.409 2.660 -0.649
H 3.159 2.398 0.949
H 2.135 3.828 0.666
H 2.045 1.627 3.161
H 0.309 1.472 3.443
H 1.009 3.064 3.111
H -0.798 3.037 -0.364
H -0.191 4.029 0.992
H -1.447 2.789 1.276
H 1.617 -3.788 2.545
H 1.850 -3.526 0.799
H 0.209 -3.532 1.494
H 3.478 -1.506 3.196
H 3.429 -0.097 2.119
H 3.776 -1.716 1.458
H 0.915 -2.402 4.181
H -0.162 -1.025 3.924
H 1.523 -0.753 4.374
H -3.840 0.313 1.026
H -3.080 -0.109 -0.541
H -2.696 1.439 0.245
H -3.152 0.410 2.983
H -1.533 0.979 3.396
H -2.015 -0.712 3.726
H -3.160 -2.209 1.227
H -1.712 -2.660 2.174
H -1.651 -2.657 0.383
C -2.040 1.166 -2.760
C -1.735 -0.224 -2.673
C -2.739 -1.155 -2.835
C -4.039 -0.709 -3.077
C -4.363 0.647 -2.990
C -3.384 1.596 -2.744
O -1.085 2.053 -2.941
H -0.060 1.050 -1.034
H -0.742 -0.554 -2.375
H -2.435 -2.216 -2.817
H -4.830 -1.429 -3.360
H -5.390 0.983 -3.072
H -3.596 2.654 -2.657
C 4.000 0.036 -0.852
S 2.332 -0.438 -1.399
C 2.602 -2.222 -1.612
H 4.493 0.410 -1.763
H 4.543 -0.837 -0.471
H 3.976 0.839 -0.107
H 1.691 -2.788 -1.385
H 3.457 -2.606 -1.039
H 2.812 -2.281 -2.691
*
```

Computed properties:
ΔE to the lowest compared entry with this formula, charge and spin ... 1.133 eV
E_HOMO (spin up / spin down) ... -15.9 / -18.3 eV

Which charges does Löwdin predict for the atoms? In e, they are: 0.4492 0.6050 0.7306 0.7082 0.0845 0.0179 0.0148 0.1059 -0.2338 -0.2224 -0.2390 -0.2178 -0.2273 -0.2082 -0.2442 -0.2038 -0.2481 0.1213 0.1424 0.0493 0.0459 0.0732 0.0519 0.0157 0.0763 0.0389 0.0704 0.0447 0.0782 0.0380 0.0320 0.0762 0.0364 0.0466 0.0736 0.0020 0.0673 0.0755 0.0189 0.0342 0.0697 0.0328 0.0538 0.0731 0.0495 0.0404 -0.3257 -0.1097 -0.0216 0.0220 0.0019 0.0687 0.0112 0.0281 0.0580 0.1473 0.1537 0.1400 0.1511 -0.3065 0.7152 -0.3325 0.0707 0.0537 0.0202 0.0377 0.0617 0.0553

(2)
# C19H43OP3RuSe

A structure of composition C19H43OP3RuSe (ωB97M-V/def2-TZVPD, the OMol25 dataset).

```
! RIJCOSX wB97M-V def2-TZVPD def2/J DEFGRID3
* xyz 4 5
Ru -0.047 -0.137 -0.315
P 0.263 -2.004 -1.555
P 0.444 1.373 -1.964
P -0.395 -1.110 1.667
H -0.988 4.252 1.297
C -0.462 3.821 2.141
C 0.371 2.794 1.954
H 0.575 2.422 0.957
C -1.162 -2.761 -2.414
C 1.489 -1.934 -2.939
C 0.906 -3.553 -0.784
C 0.126 3.097 -1.421
C 2.264 1.338 -2.223
C -0.282 1.271 -3.650
C -0.666 0.088 3.014
C 1.122 -1.976 2.194
C -1.743 -2.369 1.792
H -0.644 4.289 3.110
H 0.947 2.398 2.808
H -0.841 -3.705 -2.883
H -1.554 -2.079 -3.179
H -1.960 -2.965 -1.688
H 1.451 -2.886 -3.493
H 2.507 -1.804 -2.546
H 1.279 -1.123 -3.644
H 0.927 -4.344 -1.549
H 0.256 -3.892 0.027
H 1.925 -3.405 -0.404
H 0.295 3.811 -2.235
H 0.792 3.368 -0.591
H -0.903 3.201 -1.062
H 2.529 1.655 -3.246
H 2.650 0.326 -2.026
H 2.732 2.011 -1.490
H 0.305 1.858 -4.359
H -1.304 1.656 -3.638
H -0.322 0.238 -3.998
H -0.931 -0.383 3.967
H -1.481 0.767 2.758
H 0.234 0.698 3.143
H 1.061 -2.329 3.233
H 1.968 -1.287 2.081
H 1.323 -2.832 1.541
H -1.869 -2.722 2.826
H -1.506 -3.231 1.151
H -2.680 -1.913 1.441
C -3.293 1.363 0.390
C -2.723 2.212 1.344
C -3.483 2.898 2.306
C -4.891 2.714 2.302
C -5.449 1.798 1.389
C -4.676 1.137 0.437
Se -2.376 0.478 -1.067
H -1.764 -0.652 -0.069
H -1.634 2.269 1.264
H -2.961 3.552 3.046
H -5.536 3.253 3.000
H -6.524 1.596 1.435
H -5.099 0.428 -0.279
C 5.506 -1.321 0.073
C 4.112 -1.914 -0.019
O 3.048 -0.948 -0.048
H 5.663 -0.614 -0.752
H 6.247 -2.127 0.004
H 5.646 -0.823 1.044
H 3.980 -2.499 -0.941
H 3.919 -2.597 0.820
H 3.288 -0.189 0.516
*
```

Computed properties:
ΔE to the lowest compared entry with this formula, charge and spin ... 2.163 eV
E_HOMO (spin up / spin down) ... -20.8 / -20.9 eV

Which charges does Löwdin predict for the atoms? In e, they are: 0.4488 0.7346 0.7000 0.7299 0.0784 -0.0267 -0.0905 0.0063 -0.2190 -0.1935 -0.2031 -0.2191 -0.1880 -0.2084 -0.1910 -0.1952 -0.1838 0.1027 0.0865 0.0889 0.0580 0.0583 0.0943 0.0490 0.0406 0.0929 0.0448 0.0409 0.0972 0.0446 0.0372 0.0968 0.0131 0.0764 0.0934 0.0519 0.0422 0.0985 0.0238 0.0360 0.1017 0.0493 0.0312 0.0937 0.0541 0.0498 -0.4723 -0.0675 0.0795 0.0744 0.1002 0.0046 1.0449 -0.1247 0.0413 0.1572 0.1569 0.1694 0.1411 -0.0442 -0.3043 -0.2007 0.0923 0.1076 0.0954 0.1098 0.1164 0.0953

(3)
# C19H43OP3SeW

A structure of composition C19H43OP3SeW (ωB97M-V/def2-TZVPD, the OMol25 dataset).

```
! RIJCOSX wB97M-V def2-TZVPD def2/J DEFGRID3
* xyz 4 3
W -0.284 0.058 -0.288
P 0.125 1.637 1.489
P -2.510 -0.137 0.430
P 1.991 -0.525 -0.192
H -1.764 -1.878 -1.764
C -0.721 -1.621 -1.557
C -0.133 -1.989 -0.256
H -0.594 -1.394 0.659
C 0.133 3.059 0.312
C -1.083 2.188 2.762
C 1.678 1.900 2.433
C -3.674 -1.243 -0.478
C -2.820 -0.761 2.148
C -3.453 1.434 0.289
C 2.535 -1.633 -1.560
C 2.554 -1.480 1.274
C 3.264 0.787 -0.384
H -0.078 -1.543 -2.450
H 0.372 -2.906 -0.003
H 0.115 3.971 0.930
H -0.742 3.076 -0.352
H 1.050 3.073 -0.293
H -0.607 2.974 3.365
H -1.354 1.364 3.431
H -1.990 2.604 2.312
H 1.477 2.630 3.231
H 2.473 2.305 1.796
H 2.021 0.971 2.903
H -4.691 -1.081 -0.089
H -3.407 -2.299 -0.345
H -3.667 -1.002 -1.548
H -3.789 -0.375 2.499
H -2.040 -0.465 2.864
H -2.865 -1.861 2.125
H -4.488 1.177 0.019
H -3.037 2.059 -0.510
H -3.454 1.994 1.230
H 3.629 -1.726 -1.503
H 2.268 -1.211 -2.537
H 2.091 -2.632 -1.470
H 3.639 -1.646 1.186
H 2.054 -2.458 1.304
H 2.352 -0.954 2.215
H 4.089 0.376 -0.982
H 3.657 1.112 0.586
H 2.851 1.649 -0.921
C -0.241 1.649 -5.044
C -0.390 0.306 -5.438
C 0.636 -0.322 -6.150
C 1.821 0.380 -6.439
C 2.007 1.680 -5.944
C 0.987 2.308 -5.227
Se -1.727 2.608 -4.339
H -1.753 3.514 -5.487
H -1.326 -0.221 -5.219
H 0.507 -1.356 -6.489
H 2.603 -0.092 -7.036
H 2.947 2.195 -6.129
H 1.112 3.320 -4.852
C 0.147 -2.858 6.467
C -0.037 -2.238 5.099
O -0.645 -3.214 4.259
H -0.807 -3.217 6.858
H 0.561 -2.133 7.170
H 0.828 -3.710 6.412
H -0.692 -1.358 5.174
H 0.939 -1.930 4.695
H -0.650 -2.888 3.349
*
```

Computed properties:
ΔE to the lowest compared entry with this formula, charge and spin ... 3.870 eV
E_HOMO (spin up / spin down) ... -18.9 / -18.9 eV

Which charges does Löwdin predict for the atoms? In e, they are: 1.0316 0.6968 0.7185 0.7014 0.0498 -0.2395 -0.2264 0.0232 -0.2158 -0.2059 -0.1972 -0.2070 -0.1854 -0.1940 -0.1852 -0.1735 -0.2037 0.0730 0.1218 0.1035 0.0373 0.0481 0.0812 0.0530 0.0447 0.0821 0.0542 0.0507 0.0951 0.0782 0.0683 0.0963 0.0262 0.0767 0.0841 0.0439 0.0530 0.0935 0.0635 0.0758 0.0989 0.0643 0.0428 0.0776 0.0602 0.0471 -0.5813 -0.0959 -0.0119 0.0332 -0.0013 -0.0840 1.1172 -0.0378 0.1194 0.1395 0.1469 0.1399 0.1193 -0.0639 -0.3442 -0.0809 0.0939 0.0892 0.0919 0.0960 0.0945 0.0370

(4)
# C19H44F4N5O5S

A cluster of 3 separate species, C19H44F4N5O5S in total (ωB97M-V/def2-TZVPD, the OMol25 dataset).

```
! RIJCOSX wB97M-V def2-TZVPD def2/J DEFGRID3
* xyz 1 1
C 3.450 2.768 -2.382
C 1.977 2.634 -2.730
F 1.890 2.103 -4.004
C 1.243 3.964 -2.664
N -0.159 3.809 -2.279
C -1.210 3.941 -3.047
N -1.037 4.195 -4.385
S -0.743 2.815 -5.375
N -2.452 3.929 -2.517
C -3.542 3.265 -3.276
C -4.602 2.700 -2.326
O -5.778 3.418 -2.539
C -4.841 1.229 -2.668
F -3.720 0.501 -2.419
F -5.855 0.731 -1.915
F -5.159 1.082 -3.982
H 3.648 3.593 -1.718
H 3.988 2.918 -3.308
H 3.799 1.835 -1.964
H 1.467 1.949 -2.059
H 1.349 4.549 -3.565
H 1.707 4.527 -1.867
H -0.309 3.590 -1.309
H -1.741 4.807 -4.768
H 0.556 3.007 -5.663
H -2.443 3.690 -1.536
H -3.167 2.469 -3.899
H -4.058 4.011 -3.860
H -4.277 2.732 -1.288
H -6.384 3.282 -1.809
C 0.381 0.156 0.979
O 0.927 1.472 1.023
C 0.362 2.295 2.039
C 1.378 2.592 3.119
N 1.669 1.394 3.890
C 2.782 1.528 4.828
C 4.173 1.760 4.250
O 4.684 0.661 3.521
C 4.337 0.613 2.153
H 0.798 -0.347 0.110
H 0.645 -0.421 1.865
H -0.710 0.186 0.879
H -0.532 1.832 2.465
H 0.063 3.243 1.572
H 0.974 3.356 3.789
H 2.271 3.009 2.630
H 1.872 0.632 3.256
H 2.819 0.610 5.416
H 2.553 2.341 5.523
H 4.854 1.899 5.093
H 4.231 2.676 3.649
H 4.220 1.615 1.729
H 3.420 0.039 1.984
H 5.146 0.105 1.626
C -3.528 -5.746 0.621
O -2.468 -6.317 1.361
C -1.591 -7.133 0.593
C -0.215 -6.513 0.514
N -0.231 -5.301 -0.298
C 1.006 -4.530 -0.256
C 1.418 -3.910 1.074
O 0.552 -2.881 1.525
C -0.566 -3.313 2.285
H -4.187 -5.246 1.328
H -3.169 -5.009 -0.107
H -4.101 -6.514 0.093
H -1.998 -7.310 -0.407
H -1.512 -8.098 1.100
H 0.476 -7.231 0.065
H 0.118 -6.321 1.543
H -0.993 -4.712 0.012
H 0.905 -3.717 -0.981
H 1.823 -5.168 -0.607
H 2.391 -3.435 0.925
H 1.556 -4.659 1.861
H -0.342 -4.214 2.858
H -1.440 -3.494 1.653
H -0.820 -2.512 2.981
*
```

Computed properties:
E_HOMO ... -10.3 eV

Which charges does Löwdin predict for the atoms? In e, they are: -0.0054 -0.3636 -0.0507 -0.0867 0.1399 -0.4220 -0.2969 0.8646 0.1265 -0.0709 -0.2709 0.0430 -0.5385 0.1384 0.1511 0.1532 0.0803 0.0918 0.0859 0.1395 0.1375 0.1305 0.1619 0.1022 -0.1151 0.1434 0.1019 0.1397 0.1615 0.1190 -0.1041 -0.2211 -0.2284 -0.2194 -0.0465 -0.1925 -0.2245 -0.1711 -0.1043 0.0864 0.0691 0.0900 0.1236 0.1069 0.1265 0.1074 0.0728 0.1221 0.1200 0.1244 0.1103 0.0833 0.0718 0.0893 -0.1179 -0.1954 -0.2147 -0.2131 -0.0507 -0.2020 -0.2172 -0.2130 -0.0882 0.0876 0.0787 0.0891 0.1231 0.1239 0.1255 0.1082 0.0700 0.1148 0.1200 0.1204 0.1138 0.0922 0.0748 0.0869